[1]
The following is a quantum chemistry calculation of 2 unconnected molecules or ions with the total composition C5H9NO in a non-equilibrium geometry, from the OMol25 dataset.

HOMO energy in eV: -10.3424
Molar mass in u: 99.13
Total energy in a.u.: -325.86394
SMILES: CCC(=O)CC#N.[H][H]
Energy relative to the best compared isomer or geometry (same formula, charge and spin) in kcal per mole: 46.20
Orbital gap in eV: 11.17

```
16
C5H9NO, DFT ωB97M-V with the def2-TZVPD basis set
C -1.598 1.020 0.800
C -0.896 -0.122 0.062
C 0.356 0.275 -0.690
O 0.598 1.402 -1.054
C 1.367 -0.832 -1.044
C 0.868 -2.203 -0.926
N 0.446 -3.274 -0.819
H -2.683 0.886 0.765
H -1.305 1.057 1.855
H -1.352 1.985 0.347
H -0.688 -0.972 0.723
H 1.311 1.020 1.892
H -1.544 -0.527 -0.730
H 1.330 1.515 1.338
H 2.224 -0.708 -0.371
H 1.730 -0.651 -2.059
```

***

[2]
The following is a quantum chemistry calculation of a single C4H6O5 molecule in a non-equilibrium geometry, from the OMol25 dataset.

HOMO energy in eV: -9.0763
Molar mass in u: 134.09
Total energy in a.u.: -532.10580
SMILES: O=CCC(O)(O)C(=O)O
Energy relative to the best compared isomer or geometry (same formula, charge and spin) in kcal per mole: 100.19
Orbital gap in eV: 8.73

```
15
C4H6O5, DFT ωB97M-V with the def2-TZVPD basis set
C -0.234 0.278 0.896
C -1.056 0.393 -0.310
C 0.907 -0.353 -0.134
C -0.125 0.042 -1.919
O -0.659 -0.671 1.825
O 0.309 1.406 1.436
O 0.936 -1.701 -0.051
O 1.885 0.404 -0.279
O -0.067 -1.002 -2.469
H -0.405 -0.340 2.697
H 1.216 1.460 1.028
H 0.354 -1.999 0.669
H -1.833 -0.358 -0.411
H -1.286 1.422 -0.574
H 0.057 1.020 -2.403
```

***

[3]
The following is a quantum chemistry calculation of 2 unconnected molecules or ions with the total composition C4H7N2O in a non-equilibrium geometry, from the OMol25 dataset.

HOMO energy (spin up / spin down) in eV: -2.6609 / -2.0324
Molar mass in u: 99.11
Total charge: -1
Total energy in a.u.: -341.17850
Energy relative to the best compared isomer or geometry (same formula, charge and spin) in kcal per mole: 78.84
Orbital gap (spin up / spin down) in eV: 7.05 / 6.16

```
14
C4H7N2O, DFT ωB97M-V with the def2-TZVPD basis set
C -1.151 -0.846 0.361
C -0.099 1.261 -0.957
C 0.408 1.365 0.475
C -0.492 0.310 0.055
N -2.112 -1.393 -0.305
N 1.614 -1.275 -0.307
O 2.452 -0.357 0.081
H -0.909 -1.243 1.271
H -0.872 1.946 -1.490
H 0.656 0.934 -1.621
H 1.502 1.034 0.521
H 0.073 2.223 1.188
H -2.522 -2.179 0.194
H 1.451 -1.779 0.532
```

***

[4]
The following is a quantum chemistry calculation of a molecular structure, C9H22MnNSSe2Si2Te3 in a non-equilibrium geometry, from the OMol25 dataset.

HOMO energy (spin up / spin down) in eV: -4.1834 / -4.2799
Molar mass in u: 828.18
2S+1: 6
Total charge: -1
Total energy in a.u.: -8146.23625
⟨S²⟩: 8.771
Orbital gap (spin up / spin down) in eV: 6.39 / 6.42

```
41
C9H22MnNSSe2Si2Te3, DFT ωB97M-V with the def2-TZVPD basis set
Mn -0.013 -3.488 0.100
Se 1.954 -4.441 -0.705
Te 3.493 -3.161 0.875
Te 2.246 -3.807 3.220
Se -0.134 -3.417 2.448
S -4.513 -3.890 -0.783
C -2.915 -3.892 -0.689
N -1.740 -3.882 -0.628
C 2.644 -0.792 -2.869
Si 1.808 0.800 -2.313
C 2.817 1.629 -0.947
C 1.647 2.025 -3.747
C 0.092 0.370 -1.649
Te 0.305 -0.826 0.135
C -1.733 -0.458 0.763
Si -1.757 0.930 2.044
C -3.534 1.358 2.533
C -0.978 2.491 1.308
C -0.791 0.420 3.576
H 3.683 -0.626 -3.160
H 2.125 -1.237 -3.721
H 2.637 -1.533 -2.064
H 3.810 1.916 -1.301
H 2.944 0.954 -0.099
H 2.318 2.532 -0.586
H 2.638 2.298 -4.119
H 1.146 2.939 -3.421
H 1.078 1.605 -4.579
H -0.494 -0.186 -2.381
H -0.469 1.262 -1.362
H -2.124 -1.391 1.170
H -2.290 -0.223 -0.144
H -4.105 1.746 1.686
H -3.520 2.127 3.310
H -4.067 0.490 2.926
H -1.552 2.866 0.457
H 0.042 2.294 0.971
H -0.941 3.283 2.061
H -1.212 -0.483 4.021
H -0.792 1.206 4.336
H 0.247 0.190 3.327
```

***

[5]
The following is a quantum chemistry calculation of a single C18H19F4N5O molecule in a non-equilibrium geometry, from the OMol25 dataset.

HOMO energy in eV: -8.5506
Molar mass in u: 397.38
Total energy in a.u.: -1445.77117
SMILES: [H]/N=C\c1c(N)nc(-c2cc(F)c(O)cc2CC(F)(F)F)nc1NCCC1CC1
Energy relative to the best compared isomer or geometry (same formula, charge and spin) in kcal per mole: 17.60
Orbital gap in eV: 8.50

```
47
C18H19F4N5O, DFT ωB97M-V with the def2-TZVPD basis set
F 2.511 1.397 5.146
F 2.322 -0.994 -0.877
F 4.133 -1.883 0.096
F 2.730 -3.176 -1.124
N -4.402 1.342 -0.587
N -1.320 0.417 2.062
N -0.454 -0.941 0.407
O 4.620 -0.364 4.561
C -3.773 0.209 -0.657
C -0.352 -0.358 1.594
C -2.332 0.589 1.310
C -1.485 -0.726 -0.348
C 1.229 0.526 3.344
C 3.250 -1.289 2.836
C 2.389 0.580 4.098
C 3.419 -0.351 3.854
C -2.535 0.038 0.093
C 0.970 -0.448 2.331
C 2.065 -1.356 2.049
N -3.222 1.341 1.992
N -1.415 -1.448 -1.478
C 2.817 -2.131 -0.281
C 2.009 -2.445 0.974
C -1.676 -0.936 -2.821
C -0.613 0.014 -3.346
C -0.951 2.628 -3.901
C 0.419 2.475 -3.237
C -0.712 1.486 -2.852
H -4.004 2.082 -0.002
H 4.591 0.441 5.141
H -4.126 -0.554 -1.333
H 0.455 1.233 3.635
H 4.090 -1.982 2.684
H -4.148 1.015 1.738
H -2.962 1.414 2.963
H -0.581 -2.016 -1.421
H 0.981 -2.687 0.740
H 2.415 -3.339 1.428
H -1.711 -1.785 -3.520
H -2.652 -0.434 -2.909
H 0.389 -0.353 -3.123
H -0.656 -0.003 -4.462
H -1.583 3.454 -3.591
H -1.032 2.374 -4.958
H 0.759 3.248 -2.529
H 1.215 2.036 -3.866
H -1.082 1.664 -1.852
```

***

[6]
The following is a quantum chemistry calculation of a molecular structure, ClNO3Rb in a non-equilibrium geometry, from the OMol25 dataset.

HOMO energy in eV: -4.2574
Molar mass in u: 182.92
Total charge: -1
Total energy in a.u.: -764.67223
Energy relative to the best compared isomer or geometry (same formula, charge and spin) in kcal per mole: 66.86
Orbital gap in eV: 4.43

```
6
ClNO3Rb, DFT ωB97M-V with the def2-TZVPD basis set
Rb 0.176 4.147 -0.364
Cl -2.746 2.761 3.478
N 0.645 -1.773 -0.824
O 1.511 -0.863 -0.566
O 0.278 -2.443 0.211
O 0.137 -1.829 -1.936
```